1.
Molecular formula: C5H8O
Method: DFT, the ωB97M-V functional and the def2-TZVPD basis

Last column: natural (NBO) charge in e.
Positions of all 14 atoms, in Å:
O 1.5472 -1.4912 0.6794  -0.708
C 0.8511 -0.6917 -0.2653  0.059
C 1.0571 0.7860 -0.0393  -0.237
C -0.0902 1.4504 0.0716  -0.164
C -1.2960 0.5618 -0.1035  -0.445
C -0.6921 -0.8572 -0.2187  -0.429
H 1.3550 -1.1236 1.5527  0.461
H 1.2564 -1.0111 -1.2320  0.182
H 2.0526 1.2158 0.0337  0.216
H -0.1781 2.5199 0.2462  0.210
H -1.8510 0.8404 -1.0084  0.213
H -2.0014 0.6603 0.7310  0.211
H -1.0656 -1.3880 -1.0992  0.215
H -0.9449 -1.4718 0.6519  0.216

## Properties
F_max: 0.0067 hartree/bohr
HOMO: -9.54 eV
SMILES string: O[C@@H]1C=CCC1
HOMO-LUMO gap: 10.613 eV

***

2.
Molecular formula: C14H17Cl2N2ORe
Method: DFT, the ωB97M-V functional and the def2-TZVPD basis

Last column: Mulliken spin population.
Positions of all 37 atoms, in Å:
Re -12.8255 -8.2022 4.7116  3.569
C -14.2139 -9.8296 0.7935  -0.004
C -14.7918 -11.0739 1.2046  0.031
C -14.8189 -11.4354 2.5506  -0.005
C -14.2300 -10.5912 3.4614  -0.016
N -13.6209 -9.3705 3.0593  -0.066
C -13.6628 -9.0596 1.7514  -0.006
C -14.3202 -10.7379 4.9222  0.005
C -14.7589 -11.8551 5.5303  0.001
C -14.9624 -12.0023 6.8298  0.025
C -14.6395 -10.8663 7.5446  -0.002
C -14.1425 -9.7215 6.9874  0.002
N -13.9267 -9.7337 5.6833  -0.019
H -14.2454 -9.5720 -0.2071  0.001
H -15.2273 -11.8070 0.4943  0.000
H -15.2568 -12.4126 2.8807  0.001
H -13.1679 -8.0877 1.5733  -0.004
H -14.9545 -12.7214 4.9077  0.001
H -15.5190 -12.7617 7.3119  -0.002
H -14.7004 -10.8505 8.6218  0.000
H -13.8462 -8.8158 7.4460  -0.001
C -10.2559 -6.0510 5.9570  -0.081
C -11.1197 -6.9699 6.8366  -0.052
C -11.2936 -6.4794 8.2183  0.002
O -12.3166 -7.2491 6.2506  -0.344
H -9.2806 -5.7705 6.2917  0.003
H -10.6686 -5.0635 5.7485  0.000
H -10.1062 -6.5144 4.9875  -0.001
H -10.5287 -7.8868 7.0083  -0.033
H -11.6358 -5.5438 8.3368  -0.003
H -10.3335 -6.3704 8.7888  -0.005
H -11.9417 -7.1576 8.7289  -0.001
Cl -9.7847 -8.1866 1.8029  0.004
C -10.5193 -6.6464 1.8798  0.008
Cl -11.9336 -6.5517 2.9918  -0.006
H -10.9609 -6.4210 0.9214  -0.001
H -9.8185 -5.8936 2.1392  0.003

## Properties
Multiplicity: 4
<S²>: 4.12
F_max: 0.0925 hartree/bohr
HOMO (spin up / spin down): -19.60 / -19.62 eV
Total charge: +3
HOMO-LUMO gap (spin up / spin down): 5.247 / 6.149 eV

***

3.
Molecular formula: C37H52BFHfN9O3S3
Method: DFT, the ωB97M-V functional and the def2-TZVPD basis

Last column: Mulliken charge in e.
Positions of all 107 atoms, in Å:
Hf 0.3879 1.3749 0.8531  1.262
C -0.5306 5.8136 0.2053  -1.129
C -1.8455 5.6099 0.9506  1.260
C -2.4349 6.9515 1.3887  -1.887
C -2.8714 4.9126 0.0653  -1.836
N -1.5204 4.8170 2.2045  0.464
C -1.0657 5.4536 3.3412  -0.363
C -0.8190 4.5094 4.2709  -1.251
N -1.1041 3.2849 3.7164  0.321
B -0.8153 2.0191 4.5746  1.065
N -1.6123 0.7665 4.1275  0.057
C -2.9248 0.6551 4.5289  -1.287
C -3.4391 -0.4490 3.9584  -0.380
N -2.4384 -1.0403 3.2065  0.556
C -1.3409 -0.2628 3.3120  0.354
S 0.1943 -0.5286 2.5300  -0.517
C -2.7489 -2.2833 2.4041  1.429
C -3.6013 -1.8344 1.2205  -1.520
C -1.5080 -3.0117 1.9032  -1.843
C -3.5193 -3.2417 3.3158  -1.720
N 0.7095 1.7618 4.7177  0.250
C 1.1545 1.1165 5.8520  -1.337
C 2.4926 0.9827 5.7596  -0.274
N 2.8856 1.5435 4.5595  0.475
C 1.7753 2.0004 3.9447  0.291
S 1.7803 2.7978 2.3884  -0.364
C 4.3305 1.6313 4.1060  1.113
C 5.2135 1.0009 5.1791  -2.167
C 4.7230 3.0993 3.9583  -1.509
C 4.5028 0.8405 2.8108  -1.494
C -1.5082 3.4906 2.4526  0.338
S -1.9389 2.2050 1.3432  -0.557
H -0.7096 6.4254 -0.6789  0.485
H -0.1168 4.8588 -0.1198  -0.003
H 0.2040 6.3253 0.8278  0.344
H -2.7760 7.4761 0.4981  0.473
H -1.7082 7.6012 1.8720  0.480
H -3.2914 6.8170 2.0490  0.442
H -3.1892 5.6406 -0.6806  0.535
H -3.7554 4.6057 0.6253  0.429
H -2.4645 4.0557 -0.4598  0.298
H -0.9876 6.5200 3.4102  0.566
H -0.4981 4.6029 5.2927  0.645
H -1.2070 2.2707 5.6775  -0.132
H -3.3661 1.3658 5.2038  0.660
H -4.4191 -0.8747 4.0416  0.580
H -3.0404 -1.1512 0.5793  0.251
H -4.5135 -1.3344 1.5439  0.367
H -3.8875 -2.7073 0.6332  0.464
H -0.9665 -2.4430 1.1530  0.116
H -1.8618 -3.9388 1.4504  0.629
H -0.8247 -3.2744 2.7088  0.393
H -4.5047 -2.8732 3.5893  0.435
H -2.9566 -3.4546 4.2241  0.421
H -3.6704 -4.1792 2.7828  0.469
H 0.4786 0.8334 6.6380  0.640
H 3.1898 0.5576 6.4526  0.580
H 5.1499 1.5287 6.1297  0.518
H 6.2441 1.0768 4.8363  0.463
H 4.9987 -0.0570 5.3308  0.481
H 4.5704 3.6355 4.8948  0.406
H 4.1806 3.6054 3.1653  0.310
H 5.7843 3.1470 3.7160  0.483
H 4.1443 -0.1826 2.9359  0.379
H 5.5652 0.7976 2.5732  0.505
H 3.9920 1.3039 1.9716  0.261
C 2.8345 -0.6011 -6.3294  -0.968
C 1.5067 0.0690 -6.0421  -1.014
N 1.1042 -0.0735 -4.6215  0.099
C 1.3164 0.9629 -3.7993  0.292
C 1.0273 0.8970 -2.4689  -0.245
C 1.1289 1.9019 -1.3866  0.300
O 2.0310 1.7427 -0.5038  -0.564
O 0.0874 2.5274 -1.0439  -0.482
C 0.4531 -0.2603 -1.8966  1.365
O 0.1573 -0.2863 -0.6432  -1.190
C 0.2187 -1.3633 -2.7771  0.627
C -0.3355 -2.5675 -2.2979  -0.901
C -0.5386 -3.5969 -3.1553  0.175
F -1.0022 -4.7699 -2.6885  -0.333
C -0.2411 -3.5095 -4.5411  -0.995
C 0.3101 -2.3331 -5.0092  -0.836
C 0.5594 -1.2529 -4.1397  0.421
N -0.4728 -4.5975 -5.3728  0.241
C 0.3477 -4.8790 -6.5271  -0.543
C 0.7215 -6.3545 -6.5468  -0.950
N -0.5301 -7.1951 -6.4861  -0.133
C -1.3988 -6.8518 -5.2984  -0.702
C -1.7010 -5.3659 -5.3443  -0.640
H 3.0869 -0.4711 -7.3811  0.395
H 2.8064 -1.6692 -6.1169  0.295
H 3.6347 -0.1603 -5.7362  0.349
H 0.6944 -0.3146 -6.6597  0.470
H 1.5482 1.1385 -6.2368  0.469
H 1.7438 1.8451 -4.2552  0.543
H -0.5623 -2.6793 -1.2469  0.762
H 0.5241 -2.2413 -6.0619  0.705
H 1.2713 -4.3039 -6.4910  0.422
H -0.1647 -4.6134 -7.4635  0.336
H 1.3106 -6.6286 -5.6728  0.365
H 1.2539 -6.6349 -7.4540  0.417
H -0.2777 -8.1850 -6.4603  0.356
H -1.0692 -7.0645 -7.3468  0.398
H -0.8282 -7.1212 -4.4110  0.424
H -2.2958 -7.4641 -5.3697  0.369
H -2.3155 -5.0993 -4.4906  0.443
H -2.2945 -5.1432 -6.2433  0.286

## Properties
F_max: 0.0158 hartree/bohr
HOMO: -14.76 eV
Total charge: +3
HOMO-LUMO gap: 7.432 eV

***

4.
Molecular formula: C5H14BBeCl10
Method: DFT, the ωB97M-V functional and the def2-TZVPD basis

Last column: natural (NBO) charge in e.
Positions of all 31 atoms, in Å:
Be -1.5185 -0.4087 -3.0269  1.540
B -0.5635 0.5417 -0.9016  -0.817
H -0.3795 1.0341 -1.9236  -0.007
H -0.5248 1.3082 -0.0761  0.151
H -1.6496 0.1604 -0.9298  0.008
H 0.1552 -0.3179 -0.8058  0.021
C -2.4670 3.2287 0.8663  -0.392
Cl -2.3472 4.1181 2.4097  0.007
Cl -3.7365 3.9145 -0.1724  -0.031
H -1.5281 3.2573 0.3187  0.208
H -2.7590 2.1917 1.0130  0.212
C -0.2307 -4.6580 -0.2135  -0.375
Cl -1.4909 -5.8226 -0.6996  0.011
Cl -0.6121 -3.0980 -0.9590  -0.094
H -0.1994 -4.5292 0.8654  0.249
H 0.7396 -4.9337 -0.6176  0.234
C -1.1100 -1.5631 1.8909  -0.409
Cl -1.7281 -3.0351 2.6402  -0.007
Cl -1.3117 -0.3220 3.1350  -0.001
H -0.1079 -1.5995 1.4700  0.220
H -1.7751 -1.3510 1.0567  0.206
C 1.7708 2.5329 1.0177  -0.415
Cl 3.5317 2.5796 1.1477  -0.003
Cl 1.0278 3.7307 2.0762  0.010
H 1.4607 2.7644 -0.0003  0.209
H 1.4314 1.5080 1.1633  0.208
C 3.1856 -0.3238 -2.0329  -0.395
Cl 3.6685 1.4170 -2.0833  0.004
Cl 2.1653 -0.8207 -3.3869  -0.026
H 4.1251 -0.8570 -2.1626  0.242
H 2.7777 -0.6470 -1.0785  0.230

## Properties
F_max: 0.0868 hartree/bohr
HOMO: -12.82 eV
Total charge: +1
HOMO-LUMO gap: 3.021 eV

***

5.
Molecular formula: C14H39N3O5
Method: DFT, the ωB97M-V functional and the def2-TZVPD basis

Last column: natural (NBO) charge in e.
Positions of all 61 atoms, in Å:
C 10.7456 12.3315 12.3582  -0.677
C 9.8030 11.2321 11.7154  -0.035
C 9.1173 11.6250 10.3693  -0.098
O 8.2657 10.5148 9.8419  -0.579
C 6.8337 10.7426 9.7601  -0.253
N 10.7117 10.0310 11.3825  -0.695
H 11.5455 10.2602 10.8607  0.471
H 11.0554 9.6019 12.2297  0.418
H 10.2491 9.2838 10.8847  0.431
H 10.2484 13.2963 12.2577  0.254
H 11.7738 12.4760 12.0266  0.256
H 10.8743 12.2734 13.4390  0.241
H 9.1080 10.7206 12.3813  0.228
H 9.8108 12.1335 9.6995  0.218
H 8.3722 12.3534 10.6891  0.210
H 6.5010 10.9876 10.7688  0.177
H 6.3397 9.8465 9.3845  0.216
H 6.5388 11.4862 9.0197  0.195
C 16.3611 10.7338 13.1396  -0.619
C 17.2169 9.9783 12.0620  -0.056
C 17.4395 10.7531 10.8156  -0.101
O 18.1056 10.0000 9.8359  -0.546
C 17.9237 10.6813 8.6068  -0.289
N 18.4841 9.4737 12.6884  -0.667
H 18.9988 10.3349 12.8049  0.434
H 18.4595 9.0436 13.6020  0.447
H 19.0190 8.8979 12.0540  0.456
H 15.3488 10.9919 12.8286  0.260
H 16.9750 11.6131 13.3350  0.221
H 16.2974 10.1082 14.0299  0.225
H 16.7173 9.0579 11.7598  0.213
H 17.9990 11.6685 11.0080  0.187
H 16.4097 10.8927 10.4867  0.223
H 16.9640 10.5158 8.1171  0.202
H 18.4396 10.1589 7.8012  0.217
H 18.2202 11.7260 8.7008  0.192
C 15.1641 7.7780 7.3264  -0.665
C 13.6775 7.7486 7.1871  -0.049
C 13.1204 6.3290 6.8107  -0.086
O 11.7374 6.5098 6.5956  -0.556
C 11.2271 5.5315 5.7080  -0.258
N 13.0979 8.1052 8.5608  -0.705
H 13.3464 9.0724 8.7117  0.480
H 12.0999 8.0666 8.7109  0.428
H 13.6028 7.5778 9.2587  0.412
H 15.5259 7.7287 6.2993  0.256
H 15.6779 6.9934 7.8818  0.218
H 15.5954 8.6941 7.7300  0.246
H 13.3898 8.5298 6.4835  0.265
H 13.2450 5.5045 7.5128  0.184
H 13.6934 5.9850 5.9496  0.201
H 10.1764 5.4359 5.9820  0.204
H 11.6836 4.5478 5.8184  0.180
H 11.3167 5.8726 4.6766  0.192
C 13.4965 13.1400 8.6279  -0.734
C 13.5405 11.5932 8.7797  0.790
O 13.1380 11.0308 9.7979  -0.878
O 14.0193 10.9062 7.8546  -0.783
H 14.2468 13.6435 9.2375  0.225
H 12.4756 13.4498 8.8513  0.216
H 13.7912 13.4984 7.6415  0.240

## Properties
F_max: 0.0788 hartree/bohr
HOMO: -13.35 eV
Total charge: +2
HOMO-LUMO gap: 8.088 eV

***

6.
Molecular formula: CH3Br2P
Method: DFT, the ωB97M-V functional and the def2-TZVPD basis

Last column: natural (NBO) charge in e.
Positions of all 7 atoms, in Å:
C -0.7276 0.5941 0.6288  -0.483
P 1.6332 -0.2964 -0.8555  0.132
Br -1.9773 -0.7269 0.0757  0.098
Br -1.1992 2.3209 -0.0055  0.125
H -0.0774 0.3525 1.4988  0.227
H 1.0043 -1.1897 -1.6876  -0.051
H 1.3440 -1.0546 0.3453  -0.048

## Properties
F_max: 0.0343 hartree/bohr
HOMO (spin up / spin down): -8.55 / -8.69 eV
HOMO-LUMO gap (spin up / spin down): 7.478 / 7.970 eV

***

7.
Molecular formula: C7H10BrNO
Method: DFT, the ωB97M-V functional and the def2-TZVPD basis

Last column: natural (NBO) charge in e.
Positions of all 20 atoms, in Å:
C 2.3157 2.4066 1.7650  0.488
C -0.2739 -0.3668 -2.4849  -0.364
C 0.1820 -0.5473 -1.2769  -0.198
C 2.9800 1.4454 2.5711  -0.605
C 0.8279 0.6502 0.7431  0.263
C -1.1802 -0.7842 0.8737  -0.559
C -0.3343 0.1725 -0.0586  -0.327
N 1.3038 1.8280 0.8766  -0.412
O 2.4745 3.6345 1.7103  -0.668
Br 4.3390 2.0497 3.6339  0.083
H 0.2198 -0.9034 -3.4032  0.232
H -1.2118 0.2267 -2.5064  0.198
H 1.0132 -1.1071 -1.1208  0.198
H 2.4128 0.6233 2.7757  0.171
H 1.3555 0.0385 1.4290  0.210
H -1.9679 -1.1010 0.3104  0.218
H -0.6719 -1.5881 1.2353  0.209
H -1.5235 -0.1125 1.8048  0.211
H -1.1557 0.9537 -0.3918  0.236
H 0.8466 2.4527 0.2333  0.416

## Properties
F_max: 0.1078 hartree/bohr
HOMO (spin up / spin down): -6.90 / -6.90 eV
HOMO-LUMO gap (spin up / spin down): 6.064 / 6.061 eV

***

8.
Molecular formula: C46H64Cl2CoN5O3PSSb
Method: DFT, the ωB97M-V functional and the def2-TZVPD basis

Last column: Mulliken spin population.
Positions of all 124 atoms, in Å:
Co 0.2973 0.5198 0.0882  2.737
Cl 6.6156 -1.7542 -1.3672  0.001
C 5.2511 -0.6999 -1.1073  0.004
C 4.0997 -1.2365 -0.5223  0.004
C 2.9804 -0.4529 -0.2834  0.004
N 1.7633 -0.9195 0.1452  0.033
C 1.6322 -2.2307 0.4965  0.011
O 2.2103 -2.8036 1.4091  0.020
C 0.7254 -3.0662 -0.3999  -0.006
C 0.7763 -4.4531 -0.2874  0.001
C -0.0151 -5.2155 -1.1285  0.000
C -0.8491 -4.5673 -2.0271  0.000
C -0.8232 -3.1797 -2.0678  -0.001
N -0.0341 -2.4422 -1.2959  0.008
C 3.0374 0.9569 -0.5856  0.011
C 4.1762 1.4407 -1.2199  0.015
C 5.2844 0.6223 -1.4693  0.000
Cl 6.6752 1.3403 -2.2428  0.000
N 1.8829 1.6227 -0.2956  0.057
C 1.7525 3.0529 -0.1724  -0.021
O 0.3571 4.0106 -2.1093  0.006
C 0.4752 3.2916 0.6587  -0.013
C -0.1204 4.5386 0.8030  -0.002
C -1.2005 4.6905 1.6543  0.001
C -1.6734 3.5936 2.3580  -0.004
C -1.0500 2.3802 2.1411  0.005
N -0.0132 2.2367 1.3195  0.046
H 4.0954 -2.2835 -0.2527  0.000
H 1.4256 -4.8958 0.4538  0.000
H 0.0060 -6.2970 -1.0728  0.000
H -1.5054 -5.1183 -2.6874  0.000
H -1.4655 -2.6333 -2.7511  0.000
H 4.2331 2.4648 -1.5569  0.002
H 0.2502 5.3764 0.2367  0.001
H -1.6755 5.6585 1.7573  -0.001
H -2.5187 3.6614 3.0285  0.000
H -1.3959 1.4737 2.6221  -0.001
C -0.1514 -4.5580 3.8930  0.000
C -1.5146 -3.9466 3.5823  0.000
C -2.1374 -4.5719 2.3387  0.000
Sb -1.2993 -1.8093 3.2810  0.001
C -0.6958 -1.3543 5.3315  0.000
C -1.5269 -1.9018 6.4835  0.000
C -0.4830 0.1514 5.4698  0.000
C -3.4513 -1.4196 3.2549  -0.001
C -3.7564 0.0501 2.9813  0.002
C -4.2869 -1.9278 4.4238  0.000
H -0.2147 -5.6513 3.9188  0.000
H 0.2297 -4.2277 4.8613  0.000
H 0.5905 -4.2834 3.1382  0.000
H -2.1864 -4.1006 4.4314  0.000
H -1.5472 -4.3549 1.4482  0.000
H -3.1499 -4.2055 2.1578  0.000
H -2.1923 -5.6618 2.4387  0.000
H 0.2869 -1.8378 5.3580  0.000
H -2.4620 -1.3510 6.5931  0.000
H -0.9824 -1.8034 7.4297  0.000
H -1.7766 -2.9569 6.3569  0.000
H -1.4303 0.6926 5.3795  0.000
H 0.1934 0.5369 4.7042  0.000
H -0.0599 0.4054 6.4480  0.000
H -3.7335 -1.9858 2.3604  0.001
H -3.4668 0.6730 3.8352  0.000
H -4.8295 0.1992 2.8228  0.000
H -3.2409 0.4154 2.0936  -0.001
H -4.1832 -1.2736 5.2912  0.000
H -4.0226 -2.9393 4.7361  0.000
H -5.3485 -1.9338 4.1529  0.000
S -3.8759 -0.5448 -1.3153  0.011
C -2.4986 -0.4206 -0.4474  0.009
N -1.5193 -0.3391 0.1869  0.022
O -0.8183 1.8263 -1.4220  0.021
P -0.6278 2.8029 -2.5206  -0.005
C -0.1262 1.9925 -4.0985  0.002
C 0.9406 2.6489 -5.0000  0.001
C 2.3890 2.1972 -4.7831  0.000
C 2.5136 0.6840 -4.6258  -0.002
C 1.5620 0.1648 -3.5543  0.013
C 0.1195 0.4823 -3.9201  -0.006
C -2.1799 3.6425 -2.9395  0.002
C -2.1272 4.5795 -4.1584  0.001
C -1.6391 5.9837 -3.8154  0.000
C -2.5200 6.5938 -2.7319  0.000
C -2.4546 5.7367 -1.4732  0.000
C -2.8691 4.2877 -1.7265  -0.001
C 1.6854 3.6312 -1.6445  0.009
C 2.9031 3.6466 0.7000  0.001
C 2.9196 5.1293 1.0842  0.002
C 3.3334 6.1093 -0.0130  0.000
C 2.4732 6.0743 -1.2754  0.000
C 2.6231 4.7585 -2.0375  -0.001
H -1.0715 2.0884 -4.6445  0.000
H 0.8721 3.7399 -4.9439  0.000
H 0.6698 2.3782 -6.0271  0.000
H 2.8267 2.6760 -3.9058  0.000
H 2.9858 2.5415 -5.6324  0.000
H 3.5459 0.4252 -4.3804  0.001
H 2.2747 0.1969 -5.5800  0.000
H 1.8068 0.6111 -2.5869  -0.002
H 1.6766 -0.9130 -3.4259  0.005
H -0.5711 0.0747 -3.1808  0.002
H -0.1103 0.0005 -4.8784  0.000
H -2.7811 2.7648 -3.2139  0.001
H -3.1445 4.6578 -4.5584  0.000
H -1.5178 4.1516 -4.9570  0.000
H -1.6351 6.6036 -4.7154  0.000
H -0.6093 5.9329 -3.4500  0.000
H -3.5545 6.6491 -3.0919  0.000
H -2.2044 7.6159 -2.5079  0.000
H -3.0938 6.1553 -0.6909  -0.001
H -1.4305 5.7632 -1.0975  0.000
H -3.9501 4.2520 -1.8959  0.000
H -2.6763 3.6772 -0.8412  0.000
H 1.9577 2.7584 -2.2342  -0.005
H 3.8565 3.4006 0.2355  -0.003
H 2.8697 3.0518 1.6167  0.000
H 3.6341 5.2286 1.9067  -0.001
H 1.9594 5.4346 1.5020  0.000
H 4.3681 5.8963 -0.3048  0.000
H 3.3333 7.1218 0.4018  0.000
H 2.7718 6.8981 -1.9284  0.000
H 1.4212 6.2511 -1.0373  -0.001
H 3.6500 4.4049 -1.9212  0.002
H 2.4764 4.9187 -3.1092  -0.001

## Properties
Multiplicity: 4
<S²>: 3.76
F_max: 0.0116 hartree/bohr
HOMO (spin up / spin down): -3.72 / -3.86 eV
Total charge: -1
HOMO-LUMO gap (spin up / spin down): 5.935 / 6.071 eV